C29H61CrN2O29 | wB97M-V/def2-TZVPD

Properties
- total charge = +1
- ⟨S²⟩ = 6.0090
- total energy (hartree) = -4477.12499
- ΔE to the lowest compared entry with this formula, charge and spin (eV) = 1.752
- highest occupied orbital energy (spin up / spin down) (eV) = -11.65 / -11.95
- largest force on an atom (hartree/bohr) = 0.068
- orbital gap (spin up / spin down) (Eh) = 0.2944 / 0.2974
- 2S+1 = 5
- molecular weight (g/mol) = 953.79

Cartesian coordinates (Å):
Cr -1.8404 0.7487 -2.5863
C -0.0308 -1.5583 0.0953
C -0.0757 -0.0448 0.1818
C 1.3036 0.5454 0.4491
O -0.6144 0.4667 -1.0041
H 0.1660 -1.9709 1.0920
H 0.7716 -1.8388 -0.5871
H -1.0167 -1.9694 -0.1327
H -0.7526 0.1980 1.0218
H 1.2147 1.6340 0.3923
H 1.9410 0.3220 -0.4136
H 1.7618 0.1945 1.3710
C -0.0926 6.4148 4.9786
O 0.4047 5.0931 4.8066
C -0.2975 4.2746 4.0410
O -1.1837 4.5943 3.2917
O 0.2339 3.0639 4.1536
C -0.2238 1.9978 3.3563
H 0.5704 6.8261 5.7467
H -1.0734 6.4848 5.4407
H 0.1287 7.0342 4.1120
H 0.4464 1.1547 3.5097
H -0.2412 2.2669 2.3017
H -1.2083 1.6396 3.6692
C 4.3279 -1.6766 1.5517
O 5.4846 -1.4551 2.3380
C 5.6178 -0.2658 2.9470
O 4.8694 0.6667 2.7936
O 6.7755 -0.2474 3.5647
C 7.2452 1.0080 4.0200
H 3.5679 -2.1548 2.1705
H 4.5944 -2.1459 0.6109
H 3.8667 -0.7193 1.2896
H 8.0564 0.8982 4.7388
H 6.5056 1.5806 4.5803
H 7.6425 1.6049 3.2007
C -3.8935 -1.1106 -5.8807
O -3.3664 -2.3247 -5.3405
C -2.4433 -2.2022 -4.3989
O -2.0293 -1.1428 -3.9706
O -2.1622 -3.3851 -3.9326
C -1.2853 -3.5231 -2.8117
H -4.2897 -0.5051 -5.0619
H -4.7207 -1.3528 -6.5378
H -3.0824 -0.5900 -6.3875
H -1.1030 -2.6247 -2.2309
H -0.3559 -3.9431 -3.2048
H -1.6533 -4.3362 -2.1869
C 1.6623 -6.6074 -0.8650
O 2.1067 -5.2696 -0.8040
C 2.3664 -4.5918 -1.9194
O 2.2461 -5.0242 -3.0346
O 2.7421 -3.3729 -1.5714
C 2.7205 -2.3749 -2.5718
H 0.9627 -6.8690 -0.0672
H 2.4754 -7.3021 -0.6483
H 1.1368 -6.9475 -1.7558
H 2.7356 -1.3921 -2.1079
H 1.8413 -2.4044 -3.2199
H 3.5630 -2.4695 -3.2585
C -3.8338 1.4450 0.2614
O -4.7391 0.4020 -0.1158
C -4.3209 -0.5076 -0.9602
O -3.2772 -0.4562 -1.5988
O -5.1223 -1.5466 -0.8902
C -4.5738 -2.7596 -1.3537
H -3.6990 2.1005 -0.6026
H -2.8484 1.0956 0.5735
H -4.2750 1.9934 1.0864
H -5.0931 -3.6134 -0.9196
H -3.5498 -2.9838 -1.0503
H -4.6280 -2.9252 -2.4328
C 2.5313 7.0594 -0.4354
O 2.0083 5.9033 0.2141
C 0.6903 5.7082 0.1649
O -0.1437 6.5595 0.0172
O 0.4567 4.4192 0.3444
C -0.8437 3.9098 0.1469
H 2.7687 6.8859 -1.4832
H 3.4545 7.3003 0.0889
H 1.8984 7.9372 -0.3227
H -0.9394 2.8335 0.3020
H -1.2197 4.0877 -0.8610
H -1.4820 4.3004 0.9414
C -1.7569 2.4222 -6.2747
O -0.5923 2.9107 -5.5694
C -0.0259 2.1420 -4.6748
O -0.5030 1.1418 -4.1374
O 1.0381 2.7710 -4.2266
C 1.7704 2.1777 -3.1532
H -1.4229 2.3251 -7.3049
H -2.4772 3.2400 -6.3090
H -2.2108 1.5776 -5.7678
H 2.4061 1.3417 -3.4384
H 1.1479 1.8920 -2.3017
H 2.4010 2.9914 -2.7984
C -2.6011 -1.2131 3.4392
O -3.6854 -2.0700 3.7154
C -4.0689 -2.8845 2.7428
O -3.8078 -2.7813 1.5672
O -4.8042 -3.8361 3.2995
C -5.3189 -4.8382 2.4358
H -2.4184 -0.4857 4.2292
H -2.7545 -0.5298 2.5971
H -1.6919 -1.7922 3.2821
H -5.7258 -5.6362 3.0542
H -4.4461 -5.3214 1.9896
H -6.0755 -4.5373 1.7162
C -1.2288 -4.8525 1.0184
N -1.2947 -5.9451 2.0204
O -1.9721 -5.6601 2.9888
O -0.8577 -7.0348 1.7414
H -0.6098 -5.0428 0.1435
H -0.8519 -3.9665 1.5181
H -2.2162 -4.6546 0.6060
C 4.0234 3.4164 1.3901
N 5.4056 3.4901 1.9243
O 5.6308 4.1727 2.9004
O 6.2458 2.8687 1.3027
H 3.3717 4.0228 2.0100
H 3.7238 2.3810 1.5521
H 4.0153 3.6496 0.3328

Atomic forces in eV per Å
1.5 -2.4 2.0
0.0 0.0 0.9
-0.8 -0.2 -0.2
-0.4 0.4 -0.9
-0.6 1.1 -1.9
0.5 0.0 -0.1
-0.3 -0.4 -0.1
0.1 0.1 -0.5
0.1 0.2 0.1
0.1 0.0 0.5
0.1 -0.4 0.2
0.0 0.1 0.0
1.4 0.9 1.0
-0.3 -0.4 0.4
0.3 0.3 -0.9
-0.4 -0.2 0.1
0.6 -0.3 0.7
-0.5 -0.4 -0.3
0.0 -0.1 0.0
-0.3 -0.3 -0.7
-0.8 -0.2 -0.3
0.3 0.2 0.0
0.0 0.0 0.0
-0.1 0.4 0.0
-0.9 1.4 0.2
0.4 -0.3 0.4
0.1 0.3 -1.6
-0.4 0.0 0.5
0.4 -0.6 0.6
0.4 1.3 0.7
0.2 -0.7 -0.3
0.1 -0.6 0.3
0.3 0.1 0.0
0.0 -0.8 -0.2
-0.4 -0.1 -0.4
-0.3 0.0 -0.2
0.2 0.3 0.5
0.0 -0.3 -0.2
-1.0 0.2 0.4
0.3 0.6 0.0
-0.1 -0.3 0.1
1.0 -1.0 -0.1
0.1 0.1 -0.1
0.2 -0.3 -0.2
-0.2 0.1 -0.2
-0.2 0.2 -0.3
0.2 0.4 0.0
-0.5 0.2 0.0
-0.2 -1.9 0.4
-0.3 0.4 0.6
-0.4 -1.1 -0.4
-0.1 0.3 -0.2
-0.1 0.6 0.6
0.2 0.4 -1.3
0.0 1.0 0.3
0.3 0.2 -0.4
0.4 0.7 -0.5
0.2 -0.2 0.4
-0.2 -0.3 0.3
0.2 -0.1 0.2
0.4 0.5 -0.5
-0.1 0.1 0.2
0.0 -0.2 1.5
0.0 0.5 -0.8
0.4 0.2 -0.3
0.5 -2.3 -0.7
0.0 0.2 0.2
-0.1 -0.5 -0.1
-0.3 -0.1 -0.1
-0.6 0.5 0.2
0.1 0.9 0.2
-0.2 0.6 -0.1
0.5 0.9 0.6
0.2 -0.5 -0.3
-0.6 0.9 0.0
0.0 -0.2 -0.3
0.9 -1.6 -0.1
-1.4 0.2 0.7
-0.2 -0.3 0.0
0.1 -0.2 -0.1
-0.3 -0.2 -0.1
1.1 -0.1 -0.1
0.0 0.5 0.0
-0.3 0.5 -0.4
0.0 1.1 -0.2
-0.2 -0.8 -0.3
0.0 2.0 1.5
-0.4 -0.1 -0.3
0.0 -0.8 -0.7
0.6 0.4 1.3
-0.2 -0.8 0.0
0.1 0.1 0.3
0.3 -0.3 -0.3
-0.2 0.0 -0.4
-0.3 -0.1 -0.3
0.1 -0.1 -0.1
0.8 1.0 -0.6
0.1 0.4 0.4
-0.3 -0.4 0.1
0.2 0.1 -0.1
-0.6 0.5 0.1
0.8 -1.4 0.1
-0.4 -0.7 0.7
-0.3 -0.6 -0.4
0.0 0.0 -0.1
-0.2 0.4 0.3
-0.2 0.2 -0.6
0.2 0.5 0.0
0.6 0.8 -0.9
-1.3 0.2 -0.9
0.4 -0.2 0.4
0.4 -0.1 0.2
0.4 -0.6 0.4
-0.2 0.0 0.1
-0.3 -0.1 0.6
-0.5 -0.6 0.8
0.4 0.3 -0.5
-0.2 -0.2 0.0
0.0 0.0 0.0
0.1 0.4 -0.3
0.1 -0.1 -0.2
0.1 0.2 0.0